Arrangement a

DFT (wB97M-V/def2-TZVPD) results for a molecular structure, C47H31ClF5I2MoN2O4P2.

Positions of all 95 atoms, in Å:
Mo 0.664 0.611 -0.389
C -2.369 -1.143 -2.023
N -2.035 -1.175 -0.564
P -0.386 -1.689 -0.373
C -0.300 -2.569 1.205
C 0.946 -2.689 1.823
C 1.075 -3.440 2.981
C -0.035 -4.070 3.528
C -1.274 -3.958 2.912
C -1.406 -3.216 1.750
C -0.127 -3.004 -1.587
C 0.857 -2.904 -2.562
C 1.073 -3.959 -3.440
C 0.299 -5.103 -3.357
C -0.700 -5.200 -2.393
C -0.908 -4.161 -1.507
P -2.024 0.397 0.227
C -3.497 1.230 -0.430
C -4.676 0.497 -0.586
C -5.841 1.138 -0.967
C -5.848 2.513 -1.176
C -4.691 3.247 -0.984
C -3.517 2.606 -0.606
C -2.595 0.163 1.928
C -2.337 1.231 2.787
C -2.875 1.247 4.065
C -3.670 0.193 4.491
C -3.947 -0.864 3.631
C -3.424 -0.871 2.348
H -2.480 -2.166 -2.373
H -1.595 -0.641 -2.614
H -3.304 -0.622 -2.177
H 1.813 -2.198 1.399
H 2.042 -3.533 3.457
H 0.065 -4.654 4.433
H -2.138 -4.452 3.337
H -2.371 -3.127 1.268
H 1.436 -1.998 -2.669
H 1.843 -3.875 -4.194
H 0.468 -5.922 -4.043
H -1.312 -6.090 -2.332
H -1.681 -4.253 -0.754
H -4.687 -0.571 -0.408
H -6.749 0.565 -1.095
H -6.762 3.009 -1.473
H -4.695 4.320 -1.118
H -2.633 3.194 -0.426
H -1.722 2.061 2.454
H -2.672 2.079 4.725
H -4.088 0.200 5.488
H -4.581 -1.676 3.958
H -3.661 -1.685 1.674
I 4.467 4.037 -1.057
C 3.681 3.265 0.693
C 4.307 3.526 1.933
C 3.825 3.005 3.100
I 4.796 3.458 4.883
C 2.691 2.147 3.076
C 2.150 1.472 4.192
C 1.117 0.595 4.033
C 0.599 0.372 2.750
N 1.045 1.016 1.689
C 2.084 1.910 1.833
C 2.535 2.511 0.629
O 1.841 2.261 -0.464
H 5.186 4.154 1.947
H 2.575 1.646 5.172
H 0.698 0.052 4.868
H -0.179 -0.357 2.599
Cl 8.165 -2.342 -3.022
C 6.627 -1.768 -2.481
C 6.328 -1.812 -1.125
C 5.096 -1.356 -0.696
C 4.180 -0.863 -1.621
C 4.496 -0.816 -2.977
C 5.726 -1.272 -3.413
C 2.869 -0.391 -1.181
O 2.008 0.069 -1.989
O 2.501 -0.423 0.043
H 7.056 -2.197 -0.427
H 4.841 -1.374 0.355
H 3.779 -0.412 -3.679
H 5.994 -1.242 -4.459
F -1.350 6.517 -3.636
C -1.088 5.294 -3.180
C -0.832 5.086 -1.836
F -0.871 6.108 -0.981
C -0.567 3.811 -1.363
F -0.445 3.660 -0.029
C -0.548 2.714 -2.218
O -0.289 1.451 -1.848
C -0.818 2.943 -3.565
F -0.816 1.916 -4.417
C -1.087 4.212 -4.045
F -1.339 4.395 -5.339

Computed properties:
- LUMO level (spin up / spin down) (eV) = -3.2 / -3.9
- net charge = +1
- spin multiplicity = 3

Löwdin population analysis, charges in e, atoms 1 to 6: 1.618, -0.128, -0.434, 0.942, -0.355, -0.098



Arrangement b

DFT (wB97M-V/def2-TZVPD) results for a molecular structure, C47H31ClF5I2MoN2O4P2.

Positions of all 95 atoms, in Å:
Mo 0.041 -0.059 0.709
C -1.394 -3.613 -1.806
N -0.941 -2.483 -1.000
P -1.788 -1.028 -0.770
C -2.227 -0.361 -2.380
C -1.552 0.762 -2.854
C -1.820 1.240 -4.128
C -2.748 0.596 -4.931
C -3.418 -0.530 -4.464
C -3.164 -1.009 -3.192
C -3.313 -1.534 0.037
C -3.233 -2.446 1.090
C -4.387 -2.865 1.728
C -5.622 -2.372 1.325
C -5.704 -1.460 0.284
C -4.552 -1.034 -0.359
P 0.654 -1.984 -0.791
C 1.532 -3.353 -0.020
C 0.880 -4.078 0.978
C 1.565 -5.055 1.681
C 2.904 -5.301 1.403
C 3.559 -4.572 0.421
C 2.878 -3.596 -0.291
C 1.398 -1.768 -2.420
C 1.705 -2.900 -3.182
C 2.174 -2.758 -4.476
C 2.346 -1.490 -5.019
C 2.035 -0.365 -4.272
C 1.554 -0.502 -2.978
H -2.424 -3.850 -1.538
H -0.776 -4.484 -1.586
H -1.339 -3.393 -2.875
H -0.827 1.267 -2.229
H -1.302 2.120 -4.489
H -2.957 0.971 -5.924
H -4.145 -1.029 -5.091
H -3.704 -1.873 -2.826
H -2.268 -2.815 1.413
H -4.326 -3.572 2.544
H -6.522 -2.697 1.829
H -6.666 -1.070 -0.023
H -4.620 -0.315 -1.166
H -0.156 -3.865 1.210
H 1.057 -5.622 2.450
H 3.437 -6.064 1.954
H 4.602 -4.764 0.206
H 3.394 -3.024 -1.051
H 1.590 -3.892 -2.763
H 2.410 -3.637 -5.062
H 2.718 -1.383 -6.029
H 2.159 0.624 -4.693
H 1.278 0.377 -2.417
I 1.241 3.957 -2.387
C 2.490 2.778 -1.226
C 3.877 3.034 -1.172
C 4.723 2.250 -0.436
I 6.753 2.719 -0.389
C 4.215 1.132 0.282
C 4.966 0.240 1.076
C 4.344 -0.798 1.718
C 2.963 -0.976 1.568
N 2.236 -0.166 0.824
C 2.833 0.890 0.203
C 1.949 1.730 -0.522
O 0.664 1.418 -0.500
H 4.270 3.876 -1.725
H 6.033 0.389 1.179
H 4.899 -1.488 2.337
H 2.444 -1.789 2.060
Cl -0.860 -1.239 9.029
C -0.588 -1.023 7.336
C -1.110 -1.950 6.443
C -0.888 -1.776 5.090
C -0.153 -0.682 4.640
C 0.357 0.244 5.546
C 0.144 0.073 6.901
C 0.068 -0.492 3.201
O 0.625 0.545 2.738
O -0.308 -1.380 2.353
H -1.683 -2.788 6.813
H -1.289 -2.478 4.373
H 0.913 1.095 5.179
H 0.532 0.780 7.620
F -6.307 3.433 0.634
C -5.138 2.824 0.820
C -4.057 3.122 0.010
F -4.172 4.043 -0.945
C -2.843 2.484 0.208
F -1.798 2.848 -0.541
C -2.677 1.511 1.192
O -1.527 0.902 1.446
C -3.776 1.258 2.018
F -3.661 0.344 2.984
C -4.986 1.896 1.839
F -6.023 1.593 2.618

Computed properties:
- LUMO level (spin up / spin down) (eV) = -3.2 / -3.6
- net charge = +1
- spin multiplicity = 3

Löwdin population analysis, charges in e, atoms 1 to 6: 1.568, -0.096, -0.463, 0.967, -0.324, -0.095



Which structure is the most stable? The one labeled arrangement b.



Arrangement a

DFT (wB97M-V/def2-TZVPD) results for 2 unconnected molecules or ions with the total composition CH2N2OS2.

Positions of all 8 atoms, in Å:
C -4.321 -0.304 0.077
N -5.053 -1.185 0.265
N 0.312 0.434 -0.244
O -0.433 2.867 -0.418
S -3.176 0.828 -0.180
S -0.235 1.812 0.551
H 0.148 0.674 -1.300
H 0.311 -0.515 0.019

Computed properties:
- LUMO level (spin up / spin down) (eV) = -1.3 / -3.3
- spin multiplicity = 1

natural (NBO) population analysis, charges in e, atoms 1 to 6: -0.038, -0.272, -1.048, -0.837, 0.103, 1.252



Arrangement b

DFT (wB97M-V/def2-TZVPD) results for CH2N2OS2 in the gas phase.

Positions of all 8 atoms, in Å:
C 0.359 -0.615 0.157
N 0.366 -1.452 -0.758
N -0.183 0.660 -0.149
O -0.314 2.389 1.824
S -0.244 -1.553 -2.235
S -0.506 2.279 0.377
H 0.859 -0.646 1.159
H -0.267 0.494 -1.180

Computed properties:
- LUMO level (spin up / spin down) (eV) = -1.2 / -2.0
- spin multiplicity = 1

natural (NBO) population analysis, charges in e, atoms 1 to 6: 0.247, -0.572, -0.869, -0.824, 0.236, 1.167



Which structure is the most stable? The one labeled arrangement a.



Arrangement a

DFT (wB97M-V/def2-TZVPD) results for a molecular structure, H24NeO12.

Positions of all 37 atoms, in Å:
Ne -3.672 -10.654 -2.670
O -5.969 -12.109 -4.093
H -5.788 -13.049 -4.061
H -5.794 -11.800 -3.204
O -0.844 -9.672 -3.045
H -1.003 -9.004 -2.377
H -0.165 -9.294 -3.605
O -2.848 -11.507 0.269
H -3.389 -11.959 0.917
H -2.109 -12.096 0.120
O -2.953 -13.403 -3.505
H -2.876 -13.786 -4.378
H -2.123 -12.944 -3.371
O -2.294 -9.125 -5.406
H -1.722 -9.323 -4.665
H -1.727 -9.200 -6.174
O -0.181 -12.226 -3.610
H 0.531 -12.629 -3.113
H -0.245 -11.337 -3.261
O -6.025 -11.349 -1.394
H -6.523 -11.892 -0.783
H -5.215 -11.145 -0.928
O -4.364 -7.479 -4.253
H -3.782 -8.203 -4.482
H -5.213 -7.893 -4.097
O -6.686 -8.332 -2.523
H -6.108 -7.631 -2.224
H -6.681 -8.968 -1.807
O -4.789 -10.569 -6.127
H -5.027 -11.083 -5.355
H -3.831 -10.569 -6.128
O -3.069 -14.846 -1.138
H -2.941 -14.306 -1.918
H -2.357 -14.593 -0.551
O -3.868 -8.179 0.190
H -3.726 -8.880 0.826
H -4.589 -7.666 0.554

Computed properties:
- LUMO level (eV) = -0.4
- spin multiplicity = 1

natural (NBO) population analysis, charges in e, atoms 1 to 6: -0.001, -0.963, 0.470, 0.496, -0.953, 0.509



Arrangement b

DFT (wB97M-V/def2-TZVPD) results for a molecular structure, H24NeO12.

Positions of all 37 atoms, in Å:
Ne -0.212 -0.648 0.275
O 2.394 2.667 -0.490
H 2.028 2.059 -1.132
H 3.094 3.120 -0.961
O 1.220 -1.137 3.110
H 1.731 -0.755 3.823
H 0.524 -1.627 3.549
O -1.520 0.389 -2.719
H -2.151 0.042 -2.088
H -1.635 -0.156 -3.498
O 3.647 -0.965 0.701
H 4.036 -1.723 1.137
H 2.703 -1.085 0.806
O -2.211 2.742 -0.304
H -2.536 3.357 -0.961
H -2.770 2.889 0.459
O 1.010 -3.124 -2.405
H 0.105 -3.413 -2.285
H 0.935 -2.212 -2.685
O 1.280 0.505 -2.381
H 1.645 0.297 -3.242
H 0.336 0.557 -2.527
O 1.781 -4.099 0.030
H 1.529 -3.913 -0.875
H 0.955 -4.286 0.475
O -3.140 0.077 -0.531
H -4.055 0.263 -0.739
H -2.719 0.936 -0.504
O 0.320 3.584 1.078
H -0.469 3.317 0.607
H 1.023 3.506 0.433
O -3.027 -1.638 1.975
H -2.739 -1.004 1.317
H -2.788 -1.240 2.812
O -0.398 1.020 2.814
H -0.041 1.481 2.055
H 0.117 0.215 2.870

Computed properties:
- LUMO level (eV) = -0.2
- spin multiplicity = 1

natural (NBO) population analysis, charges in e, atoms 1 to 6: -0.001, -0.961, 0.499, 0.473, -0.933, 0.485



Which structure is the most stable? The one labeled arrangement b.